85
Properties=species:S:1:pos:R:3:forces:R:3:lowdin_charge:R:1 method="wB97M-V/def2-TZVPD" orbital_gap_ha=0.239 fmax_ev_per_a=0.94 total_charge=+3 homo_energy_ev=-15.536
H 2.760039 0.252083 -1.219491 0.0 0.0 0.0 0.102
H 0.646887 4.755179 1.531494 0.0 0.0 0.0 0.141
O -1.320901 -3.861389 -1.955328 0.0 0.0 0.0 -0.241
H -2.746912 2.664729 2.122009 0.0 0.0 0.0 0.140
C 1.837005 -2.671237 0.012446 0.0 0.0 0.0 -0.165
C -1.314808 1.272572 1.866783 0.0 0.1 0.0 -0.726
N -0.502627 -2.513471 0.052202 0.0 0.3 -0.2 -0.268
H -0.724974 -1.422390 -4.720628 0.0 0.0 0.0 0.200
H 1.887583 -6.212777 1.525039 0.0 0.0 0.0 0.131
C 2.197085 2.824476 3.858179 0.0 0.0 0.0 -0.070
O -2.136900 0.566478 -4.322586 0.0 0.0 0.0 0.082
C -2.983529 -3.761518 0.038643 0.0 0.0 0.0 -0.320
H 3.626798 1.285409 3.415135 0.0 0.0 0.0 0.118
H 2.084792 8.243256 -2.384884 0.0 0.0 0.0 0.120
H -4.580695 -3.534483 2.995909 0.0 0.0 0.0 0.129
C -1.345216 0.083888 -3.445082 0.0 0.0 0.0 -0.517
O -1.175799 0.567441 -2.289249 0.0 -0.1 0.0 -0.103
C 1.998917 7.242088 -1.984714 0.0 0.0 0.0 -0.045
H 1.181734 -1.406771 -3.110803 0.0 0.0 0.0 0.143
H 5.206960 -3.053337 0.011000 0.0 0.0 0.0 0.146
H 1.450760 -0.050446 1.470629 0.0 0.0 0.0 0.103
H 3.445484 5.200581 0.289932 0.0 0.0 0.0 0.129
N 0.209593 -1.525216 -2.826267 0.0 0.1 0.0 0.029
H 3.452694 1.584049 0.956444 0.0 0.0 0.0 0.112
C 2.849085 2.185543 1.623643 0.0 0.0 0.0 -0.036
H 4.011527 -5.110036 0.959307 0.0 0.0 0.0 0.137
C 1.766459 4.671930 -0.951238 0.0 0.1 0.1 -0.174
N 1.748067 -1.406110 -0.523671 -0.1 0.1 0.0 -0.058
C 2.868081 -0.761481 -0.844772 0.1 0.0 0.0 -0.088
O -2.101173 -1.612661 -1.310135 0.2 -0.1 0.2 -0.477
H 0.340109 -1.059894 2.172522 0.0 0.0 0.0 0.140
C 3.070587 -3.304384 0.230982 0.0 0.0 0.0 -0.124
H -7.122260 -5.378383 1.692712 0.0 0.0 0.0 0.107
H -3.479678 1.981209 -4.881783 0.0 0.0 0.0 0.116
H 5.009208 -0.772264 -0.957760 0.0 0.0 0.0 0.132
H 3.325376 3.093073 -1.589002 0.0 0.0 0.0 0.133
H 0.011619 -2.529563 -2.737057 0.0 0.0 0.0 0.101
O 0.621043 1.167797 -0.538576 -0.1 -0.8 -0.5 -0.255
C 2.879897 6.810528 -1.003225 0.0 0.0 0.0 -0.041
H -3.412407 -5.184310 -1.530515 0.0 0.0 0.0 0.127
C 1.775302 3.253015 -0.438204 -0.1 -0.2 0.3 -0.323
N -1.860517 2.312611 2.451479 0.0 0.0 0.0 0.201
O 2.742109 2.471198 -1.135037 0.0 0.0 0.0 0.010
C 3.068502 -4.607647 0.787932 0.0 0.0 0.0 0.020
H -1.376557 2.841090 3.164472 0.0 0.0 0.0 0.137
C -4.326724 -3.883648 2.003751 0.0 0.0 0.0 0.001
S -2.200331 0.340859 0.711107 0.0 0.0 -0.1 0.823
O -0.659635 2.994726 -0.459509 0.0 0.0 -0.1 0.143
C -2.947091 1.741774 -3.970409 0.0 0.0 0.0 0.074
H -2.741205 -2.461473 1.748437 0.0 0.0 0.0 0.090
C 1.374921 3.815434 3.323452 0.0 0.0 0.0 -0.065
N -0.631919 -0.987738 -3.812445 0.0 0.0 0.0 0.105
H 0.320987 6.731279 -3.215000 0.0 0.0 0.0 0.116
Ta -0.320174 -0.522997 -0.711408 -0.3 0.2 0.7 1.784
C -3.680937 -4.822843 -0.547545 0.0 0.0 0.0 -0.016
C -6.174828 -5.586418 2.194017 0.0 0.0 0.0 -0.014
C 0.627239 -3.315154 0.347934 0.1 0.1 -0.1 -0.260
C 0.646106 -4.570068 0.888650 0.0 0.0 0.0 0.038
C 2.762757 5.530439 -0.485623 0.0 0.0 0.0 -0.022
S -1.733881 -3.027095 -0.864062 0.2 0.2 -0.1 0.710
C 1.885697 -5.217670 1.102219 0.0 0.0 0.0 -0.008
H 0.108087 4.456116 -2.306754 0.0 0.0 0.0 0.108
C 2.008125 3.155913 1.089656 -0.1 0.0 -0.2 -0.154
H -2.287302 2.550099 -3.670872 0.0 0.0 0.0 0.105
C -5.049797 -4.944636 1.445024 0.0 0.0 0.0 -0.215
H 0.841795 4.488512 3.984833 0.0 0.0 0.0 0.123
H 3.653473 7.471917 -0.637440 0.0 0.0 0.0 0.120
C 4.132255 -1.335150 -0.671468 -0.1 0.0 0.0 0.007
H 0.538875 1.439820 2.792132 0.0 0.0 0.0 0.130
N -0.088209 0.888973 2.201197 0.0 -0.1 0.1 0.010
C -4.709114 -5.399698 0.167243 0.0 0.0 0.0 0.009
H -6.055031 -6.669933 2.213823 0.0 0.0 0.0 0.102
C 0.428907 2.518142 -0.545828 0.3 0.3 0.0 -0.451
C 4.235914 -2.595870 -0.136768 0.0 0.0 0.0 0.065
C 0.890596 5.107130 -1.940248 0.0 0.0 0.0 -0.015
H 2.289247 2.713972 4.930845 0.0 0.0 0.0 0.122
N 0.454001 -0.246696 1.565745 0.0 0.1 0.0 -0.009
C 1.275093 3.975331 1.946650 0.0 0.0 0.0 -0.017
H -3.629733 1.467731 -3.171968 0.0 0.0 0.0 0.112
C 1.007074 6.391511 -2.450964 0.0 0.0 0.0 -0.046
H -5.259061 -6.224465 -0.267543 0.0 0.0 0.0 0.139
H -0.278544 -5.071439 1.147195 0.0 0.0 0.0 0.134
C 2.942719 2.017345 3.003720 0.0 0.0 0.0 -0.069
C -3.296976 -3.281973 1.312977 0.0 0.0 0.0 -0.050
H -6.241726 -5.222519 3.216359 0.0 0.0 0.0 0.089